Record 1
Entry from the Open Molecules 2025 dataset: a structure of composition C27H63ClN9O13Pt (ωB97M-V with the def2-TZVPD basis set).

As for the orbital gap (spin up / spin down): 7.6 / 5.3 eV. As for the expectation value of S²: 2.00. Its net charge is +1. The spin multiplicity is 3.

Atoms and positions in Å:
Pt (2.20962, -2.27049, 1.17436)
Cl (-0.18570, 0.56781, 0.61612)
O (-0.85480, 0.77285, 1.87396)
O (0.63681, -0.63662, 0.71998)
O (-1.14430, 0.34395, -0.42276)
O (0.65414, 1.68897, 0.30340)
C (-0.51012, -1.73786, 4.60286)
C (-0.26289, -2.55606, 3.36696)
O (0.87088, -2.55763, 2.84367)
N (-1.29630, -3.20834, 2.85188)
C (-1.18350, -4.11366, 1.72576)
H (-1.57263, -1.57097, 4.76844)
H (-0.03603, -0.77085, 4.43395)
H (-0.08020, -2.20291, 5.48705)
H (-2.18987, -3.11030, 3.30062)
H (-0.24076, -4.64666, 1.75952)
H (-1.36479, -3.59542, 0.78710)
H (-1.96687, -4.87006, 1.82663)
C (-7.18856, 1.14929, -0.14400)
C (-6.51781, 2.43730, 0.22955)
O (-7.09197, 3.50435, 0.14344)
N (-5.21519, 2.35938, 0.63119)
C (-4.42106, 1.14507, 0.82457)
H (-6.73381, 0.68944, -1.02360)
H (-8.21963, 1.37554, -0.39571)
H (-7.15482, 0.43028, 0.67393)
H (-4.78413, 3.23607, 0.87059)
H (-5.05970, 0.29954, 1.06867)
H (-3.68763, 1.31965, 1.60625)
H (-3.90376, 0.86201, -0.09908)
C (-0.48167, 4.69984, 1.50571)
C (0.30908, 4.50863, 2.78505)
O (0.73309, 5.47242, 3.41582)
N (0.62603, 3.22149, 3.12911)
C (1.46906, 2.95277, 4.24445)
H (-1.15097, 5.54305, 1.57979)
H (-1.00190, 3.79756, 1.17046)
H (0.29884, 4.84281, 0.74787)
H (0.27112, 2.45976, 2.57846)
H (1.31149, 1.92756, 4.58907)
H (1.23589, 3.62261, 5.07344)
H (2.54204, 3.08923, 4.04743)
C (-3.09759, -2.30772, -1.14003)
C (-4.39674, -3.05493, -1.07752)
O (-5.43359, -2.47604, -0.81363)
N (-4.34620, -4.40114, -1.29311)
C (-5.56631, -5.17733, -1.44579)
H (-3.15835, -1.52530, -1.89403)
H (-2.21496, -2.90681, -1.38399)
H (-2.91090, -1.85967, -0.16429)
H (-3.51147, -4.81029, -1.66927)
H (-6.34985, -4.57397, -1.90368)
H (-5.94277, -5.51439, -0.48010)
H (-5.38892, -6.02873, -2.09746)
C (0.84825, -5.47930, -1.26231)
C (0.85833, -3.98924, -1.35782)
O (0.99156, -3.26523, -0.35700)
N (0.77218, -3.44571, -2.56594)
C (0.65302, -2.01067, -2.76699)
H (0.30592, -5.81302, -0.38373)
H (1.87408, -5.85393, -1.19186)
H (0.44767, -5.96180, -2.15596)
H (0.61829, -4.07590, -3.33446)
H (0.23083, -1.52508, -1.89284)
H (0.03310, -1.82665, -3.64215)
H (1.63592, -1.57977, -2.97933)
C (3.49895, 5.22732, 1.81169)
C (3.12300, 5.43777, 0.36287)
O (3.26497, 6.49832, -0.21538)
N (2.51339, 4.36955, -0.22812)
C (2.09292, 4.39173, -1.60144)
H (3.60638, 6.17444, 2.33524)
H (4.51282, 4.80908, 1.83155)
H (2.76442, 4.62924, 2.35156)
H (2.34720, 3.52976, 0.29751)
H (2.88687, 4.05300, -2.28069)
H (1.84462, 5.40190, -1.91294)
H (1.23880, 3.72753, -1.72944)
C (-0.61104, 1.27944, -3.60056)
C (-0.32840, 0.96249, -5.05149)
O (0.68156, 1.37242, -5.59480)
N (-1.25523, 0.21099, -5.70408)
C (-1.10976, -0.19673, -7.08633)
H (-1.63077, 1.06002, -3.29117)
H (-0.42485, 2.35099, -3.50928)
H (0.11566, 0.81802, -2.93622)
H (-2.08038, -0.08145, -5.21386)
H (-1.54041, -1.19167, -7.20087)
H (-0.05344, -0.27979, -7.32937)
H (-1.58077, 0.50242, -7.77397)
C (3.65650, 1.52246, 2.18108)
C (3.42084, 0.27763, 2.96623)
O (3.18797, -0.77186, 2.34094)
N (3.42972, 0.34534, 4.29396)
C (3.17904, -0.77780, 5.16833)
H (3.71295, 2.43228, 2.77875)
H (2.88900, 1.63226, 1.41906)
H (4.63812, 1.41601, 1.71012)
H (3.79004, 1.20306, 4.68017)
H (3.30214, -1.70897, 4.62668)
H (2.15499, -0.71319, 5.54391)
H (3.84088, -0.75471, 6.02884)
C (5.18548, -2.49087, -1.85013)
C (4.19804, -1.41246, -1.46844)
O (3.39433, -1.57821, -0.53419)
N (4.21441, -0.27418, -2.15759)
C (3.24743, 0.80983, -1.95892)
H (4.67869, -3.44796, -1.76850)
H (6.00846, -2.45931, -1.13651)
H (5.57499, -2.34609, -2.85416)
H (4.79959, -0.22509, -2.97450)
H (2.39184, 0.45313, -1.39609)
H (2.90418, 1.14733, -2.93897)
H (3.70565, 1.65579, -1.44911)

Atomic forces in eV per Å
Pt -0.81 0.83 -0.58
Cl -0.60 -0.22 -0.15
O 0.26 0.03 0.08
O 0.17 -0.23 -0.15
O 0.15 0.03 -0.02
O 0.25 0.05 0.01
C -0.07 0.25 -0.26
C 0.08 0.48 -0.35
O 0.04 -0.49 0.74
N 0.27 -0.19 0.04
C -0.88 -0.41 0.09
H -0.01 -0.05 0.05
H -0.01 -0.02 0.10
H 0.09 -0.11 -0.04
H -0.03 0.00 0.07
H 0.25 0.26 -0.17
H 0.39 0.02 -0.07
H 0.02 0.11 0.04
C -0.26 -0.26 -0.12
C 0.29 0.08 -0.19
O 0.01 0.23 0.08
N 0.21 -0.45 0.30
C -0.37 0.30 -0.70
H 0.18 -0.02 0.12
H -0.06 0.01 0.11
H -0.05 -0.07 -0.05
H -0.10 0.10 -0.03
H 0.00 0.04 0.27
H 0.03 -0.11 0.06
H 0.15 0.08 0.13
C 0.59 -0.96 -0.09
C 0.06 0.68 0.13
O -0.29 -0.80 -0.17
N -0.14 0.52 -0.50
C 0.19 -0.08 0.98
H 0.02 0.22 -0.02
H -0.15 0.08 0.29
H -0.32 0.44 -0.01
H -0.14 -0.01 -0.02
H -0.02 0.08 -0.10
H -0.09 0.03 -0.07
H -0.29 0.10 -0.02
C 0.66 -0.03 0.00
C -0.20 -0.14 0.03
O 0.03 -0.12 -0.02
N -0.16 -0.06 -0.26
C -0.32 0.13 0.07
H -0.13 0.17 0.16
H -0.14 -0.22 -0.02
H -0.07 0.26 -0.10
H 0.16 0.18 0.04
H 0.08 0.11 0.04
H 0.03 -0.09 -0.03
H 0.13 -0.09 0.11
C 0.26 -0.54 -0.38
C 0.61 0.17 0.16
O -0.21 -0.35 0.11
N -0.48 -0.15 0.13
C 0.43 0.20 -0.54
H -0.05 0.05 0.05
H -0.01 0.18 0.22
H -0.19 0.12 0.10
H -0.03 0.12 -0.14
H -0.07 -0.08 0.11
H -0.11 0.00 0.06
H -0.07 0.04 0.11
C 0.64 0.19 0.04
C -0.70 0.54 0.30
O 0.30 -0.30 -0.06
N 0.26 -0.14 0.08
C 0.18 -0.22 -0.59
H -0.31 0.14 -0.22
H -0.22 -0.37 0.09
H 0.30 -0.12 -0.11
H -0.01 0.04 0.13
H -0.05 0.01 0.07
H -0.14 0.07 0.16
H -0.09 0.08 0.02
C -0.02 0.54 -0.26
C 0.01 -0.06 0.04
O 0.16 -0.17 -0.06
N 0.09 -0.11 0.18
C 0.16 -0.27 0.06
H 0.06 -0.08 0.14
H -0.21 0.01 0.10
H -0.06 -0.29 -0.03
H -0.05 0.12 0.08
H -0.15 0.10 -0.11
H 0.04 0.19 0.02
H -0.02 0.00 -0.06
C 0.83 0.44 0.12
C -0.63 -0.06 -0.42
O 0.50 -0.23 0.70
N 0.63 0.00 -0.34
C -0.38 0.00 0.31
H -0.07 -0.21 -0.06
H -0.04 -0.15 -0.03
H -0.14 -0.04 -0.24
H -0.23 0.02 0.14
H 0.02 -0.02 -0.06
H 0.04 -0.14 -0.02
H 0.17 0.03 -0.06
C -0.27 0.44 0.12
C 0.06 -0.27 0.10
O 0.13 0.14 -0.06
N -0.41 0.00 -0.03
C 0.11 0.04 -0.37
H 0.08 -0.10 -0.03
H 0.03 -0.09 -0.01
H 0.06 -0.07 -0.02
H 0.13 0.00 0.06
H 0.04 -0.06 0.16
H 0.01 0.01 0.06
H 0.00 -0.03 0.11



Record 2
Entry from the Open Molecules 2025 dataset: a structure of composition C27H64AsF6O18S5 (ωB97M-V with the def2-TZVPD basis set).

As for the orbital gap: 9.6 eV. Its net charge is -1.

Atoms and positions in Å:
As (1.62100, -0.77244, -0.11721)
F (2.93127, -1.92451, -0.48194)
F (1.82101, -0.58609, 1.64761)
F (0.14006, 0.22298, -0.04245)
F (1.28987, -0.78252, -1.85098)
F (0.51341, -2.22958, 0.24036)
F (2.64726, 0.69072, -0.36617)
C (2.61124, 8.70828, -3.99583)
C (1.84703, 8.97137, -5.23822)
C (2.18663, 7.76349, -6.03313)
O (2.55027, 6.65937, -5.16785)
C (2.61323, 7.20270, -3.83822)
H (2.27093, 9.12399, -3.04742)
H (3.65581, 8.97641, -4.15422)
H (2.22336, 9.90195, -5.66307)
H (0.75791, 9.00764, -5.21325)
H (2.98269, 8.03583, -6.72611)
H (1.37829, 7.62334, -6.75080)
H (3.40024, 6.91078, -3.14288)
H (1.65843, 7.05822, -3.33268)
C (-2.64089, -8.52078, 5.33921)
C (-1.83650, -7.26235, 5.27697)
C (-1.98959, -6.62536, 6.65230)
O (-3.24672, -7.10759, 7.19187)
C (-3.70591, -8.08594, 6.28753)
H (-1.98717, -9.30221, 5.72666)
H (-3.14895, -8.90383, 4.45420)
H (-2.08597, -6.47179, 4.56923)
H (-0.77333, -7.30755, 5.04094)
H (-1.91602, -5.53933, 6.59551)
H (-1.18926, -7.01442, 7.28174)
H (-4.45702, -7.64670, 5.63103)
H (-4.13580, -8.97068, 6.75713)
C (9.66367, -2.10977, 4.80786)
C (9.16282, -2.62357, 3.47333)
C (8.62401, -1.36520, 2.83520)
O (9.03899, -0.30311, 3.67203)
C (10.03573, -0.73836, 4.56302)
H (10.43210, -2.71762, 5.28548)
H (8.78059, -2.06136, 5.44501)
H (8.39153, -3.37457, 3.64421)
H (9.81964, -3.13528, 2.76990)
H (7.53578, -1.30533, 2.85235)
H (8.97927, -1.12929, 1.83207)
H (10.07998, -0.00880, 5.37164)
H (10.90727, -0.53396, 3.94112)
O (2.32115, 6.64058, 4.80993)
S (2.19817, 6.70526, 3.30209)
O (1.55370, 7.81790, 2.67427)
O (3.67153, 6.32583, 2.54993)
C (4.54161, 5.47386, 3.27735)
C (5.75800, 6.36801, 3.64906)
C (1.26155, 5.14862, 2.71579)
H (4.96602, 4.68506, 2.65625)
H (4.18186, 4.95442, 4.16553)
H (6.27027, 6.80314, 2.79097)
H (6.47956, 5.75743, 4.19186)
H (5.43947, 7.15689, 4.33048)
H (0.33620, 4.97448, 3.26487)
H (1.80409, 4.27875, 3.08603)
H (1.10003, 5.15112, 1.63782)
O (-5.77940, 4.96506, -5.76013)
S (-4.63926, 5.81827, -5.50084)
O (-4.19381, 6.75009, -6.55817)
O (-5.00444, 6.67329, -4.18206)
C (-4.04775, 7.69006, -3.67012)
C (-4.35032, 9.03396, -4.09792)
C (-3.32867, 4.70406, -4.92918)
H (-3.04007, 7.38878, -3.95630)
H (-3.98834, 7.84824, -2.59329)
H (-4.13273, 9.11434, -5.16294)
H (-3.66753, 9.77327, -3.67920)
H (-5.38060, 9.38965, -4.08704)
H (-3.68406, 4.15985, -4.05418)
H (-2.39470, 5.23551, -4.74653)
H (-3.20246, 4.00290, -5.75412)
O (-4.95950, -5.90904, -6.80031)
S (-4.48323, -4.56243, -7.02857)
O (-4.07789, -4.09603, -8.34577)
O (-5.67790, -3.53083, -6.46287)
C (-6.74213, -4.06306, -5.73980)
C (-7.76765, -3.07978, -5.04820)
C (-3.14311, -4.25099, -5.79640)
H (-6.39919, -4.79652, -5.01006)
H (-7.19425, -4.72924, -6.47458)
H (-8.52755, -3.68015, -4.54801)
H (-8.18657, -2.57048, -5.91608)
H (-7.28872, -2.39906, -4.34439)
H (-2.38588, -4.97393, -6.09980)
H (-3.51881, -4.43685, -4.79022)
H (-2.67043, -3.27660, -5.91975)
O (7.42011, -10.17823, -2.24210)
S (6.38851, -9.19600, -2.60621)
O (5.65004, -9.26392, -3.89035)
O (5.20390, -9.12062, -1.38157)
C (3.99897, -8.36323, -1.62235)
C (2.93144, -9.19715, -1.02003)
C (7.00328, -7.49797, -2.37513)
H (3.79806, -8.23517, -2.68598)
H (3.97619, -7.37106, -1.17158)
H (3.31516, -9.29568, -0.00457)
H (2.73725, -10.16560, -1.48100)
H (1.92721, -8.79909, -0.87460)
H (7.49927, -7.47197, -1.40486)
H (6.11284, -6.86931, -2.37356)
H (7.69478, -7.34519, -3.20373)
O (-7.82125, -0.61482, 5.81907)
S (-7.32419, 0.10068, 4.62396)
O (-8.19586, 0.14203, 3.44373)
O (-6.94241, 1.70064, 5.04407)
C (-7.93503, 2.64635, 4.90507)
C (-9.06258, 2.28764, 5.90470)
C (-5.71092, -0.43500, 3.84129)
H (-8.18962, 2.73788, 3.84918)
H (-7.41502, 3.56132, 5.18882)
H (-8.64593, 2.39574, 6.90611)
H (-9.62841, 1.37124, 5.73693)
H (-9.69854, 3.17288, 5.90234)
H (-5.61072, 0.36738, 3.11037)
H (-5.94566, -1.37117, 3.33475)
H (-4.99535, -0.52346, 4.65875)

Atomic forces in eV per Å
As -1.78 -0.13 -0.39
F -0.68 1.12 1.04
F 0.37 -0.41 -1.52
F 0.99 -0.29 0.45
F 0.24 -0.36 0.59
F 1.55 1.63 -0.58
F -0.71 -1.55 0.43
C 1.18 -0.33 1.41
C -0.53 0.76 0.07
C 0.75 -0.10 -1.84
O -0.02 0.90 -0.04
C -1.63 0.94 0.19
H -0.05 0.43 -0.19
H 0.04 0.53 -0.02
H -0.27 -0.08 -0.40
H -0.02 0.34 0.84
H 0.80 -0.48 0.23
H -0.36 -1.21 0.39
H 0.29 -0.72 -0.76
H -0.18 -0.98 0.11
C 0.77 -0.29 0.01
C 1.26 2.14 -0.88
C 0.17 -0.92 0.36
O 0.84 0.15 -0.33
C -1.42 -0.53 -0.26
H -0.17 -0.22 0.18
H 0.46 0.22 -0.30
H -1.03 -0.42 -0.44
H 0.17 -0.81 0.19
H -0.36 -0.03 0.26
H 0.04 0.22 0.39
H -0.55 0.18 0.23
H -0.18 0.30 0.60
C 0.18 -2.02 1.06
C -0.49 -1.09 -0.73
C -0.71 0.88 0.11
O -1.31 1.46 0.14
C 0.86 2.67 -1.73
H -0.06 -0.09 -0.01
H 0.08 -0.23 0.34
H -0.24 0.14 0.00
H 0.77 0.20 0.46
H -0.07 -0.26 -0.34
H 0.05 -0.47 -0.20
H -0.20 -0.40 0.36
H 1.14 -0.80 0.53
O 0.17 0.35 -4.37
S -0.66 -3.46 2.28
O 1.14 0.03 0.05
O -2.89 0.83 0.88
C 2.88 0.60 0.39
C -0.41 -0.65 0.72
C 0.65 0.42 1.29
H -0.66 0.03 -0.63
H -0.73 0.54 -0.04
H -0.31 -0.09 -0.12
H 0.14 -0.05 0.02
H -0.02 0.10 -0.10
H -0.27 1.00 -0.08
H 0.68 0.13 -0.54
H 0.30 0.17 0.22
O 0.97 1.05 0.45
S -0.17 0.71 -1.24
O -0.36 -1.79 2.17
O 0.54 0.30 0.58
C 0.55 -1.25 0.51
C -0.13 2.33 -3.24
C -0.24 0.49 -0.50
H -0.02 0.02 -0.22
H -0.76 -1.77 0.46
H 0.05 0.00 -0.35
H -0.18 -0.10 0.54
H -0.07 -0.33 0.85
H -0.06 0.25 -0.06
H -0.15 0.00 0.03
H 0.06 0.08 0.01
O 0.40 0.88 -0.46
S -0.30 1.03 0.73
O -0.71 -0.58 1.99
O 2.60 0.95 -1.08
C -1.51 -2.13 1.07
C 1.55 -0.72 -1.92
C -0.34 -0.26 -1.24
H 0.42 0.22 0.41
H -1.10 0.19 0.23
H 0.11 0.02 -0.09
H -0.41 0.54 0.51
H -0.04 -0.02 -0.16
H -0.09 -0.23 0.26
H -0.01 0.02 -0.23
H -0.55 0.12 0.00
O -2.35 1.82 -0.48
S -1.59 0.20 -0.20
O 1.80 -0.11 2.50
O 2.06 -0.29 -1.28
C -0.82 -0.02 -1.52
C -0.86 -0.61 1.56
C -0.07 -1.34 -0.14
H 0.48 -0.02 -0.16
H 0.67 -0.03 0.24
H -0.35 -0.79 0.26
H 0.66 -0.03 -0.07
H 0.19 0.82 -0.39
H 0.01 0.00 -0.16
H 0.28 0.09 -0.27
H -0.13 0.36 0.12
O 1.67 1.40 -2.25
S -1.39 0.10 -0.54
O 0.67 0.24 1.66
O 2.15 -3.98 -0.46
C -1.38 0.01 0.57
C 0.19 2.32 -0.37
C -1.64 0.60 1.48
H -0.58 -0.07 0.05
H -0.34 0.19 0.14
H 0.19 -0.83 0.04
H 0.31 0.17 -0.06
H -0.76 -0.19 -0.28
H 0.58 -0.12 0.25
H 0.02 0.04 0.28
H 0.31 0.11 -0.54



Listing ΔE to the lowest compared entry with this formula, charge and spin for the structures above in their given order: 0.0 126.7 kcal/mol.
Listing maximum force for the structures above in their given order: 1.298 4.543 eV Å⁻¹.